Record 1
Below is a structure of composition C31H38Br4N8O5P2Sn, with properties calculated with the ωB97M-V functional and the def2-TZVPD basis.

```
89
Properties=species:S:1:pos:R:3
Br 4.81 5.16 3.17
C 2.99 4.77 0.58
P -3.04 -2.17 0.30
H -0.43 -3.49 4.94
H -2.96 2.74 -3.66
N -0.73 -2.14 3.36
Br 2.93 0.07 4.48
O -1.88 -1.59 -0.44
C 2.19 1.41 2.09
C -2.05 0.46 4.84
O -1.19 -0.03 1.90
C 2.21 4.67 -0.55
H -5.97 -1.64 1.34
C 1.63 0.10 -3.92
H 5.61 -3.91 -1.78
H -4.56 0.43 3.56
C 0.37 -2.59 2.51
H -3.85 -5.03 -1.35
H 2.26 0.21 -5.97
C -4.17 -0.50 4.00
N -2.71 -0.55 3.99
H -4.58 -1.34 3.45
H -5.64 -3.12 0.42
H -2.75 -5.37 1.52
H 4.10 -1.42 -5.62
C 1.46 3.51 -0.76
C 3.76 3.69 2.71
H -5.29 0.24 -1.01
O -2.90 -1.95 1.91
C -3.57 -4.68 1.29
H -4.52 -0.56 5.03
C 2.88 -1.89 -1.16
H 0.82 3.42 -1.62
C -3.00 3.79 -0.44
C 3.73 2.62 3.59
C 3.01 3.70 1.49
H -4.44 -5.27 0.99
H -2.08 -2.86 4.83
C -4.49 -0.02 -0.31
H 2.16 5.48 -1.27
C 3.64 -1.69 -3.54
H -2.10 -5.04 -1.09
N -1.54 1.92 -0.72
P -1.82 -1.09 2.74
N -4.45 -1.47 -0.14
C 2.44 -0.23 -5.00
O 2.09 -1.61 -0.25
C -1.87 1.90 -2.03
H -0.97 0.30 4.86
H -1.52 -4.09 3.68
H -3.82 -4.13 2.19
H 4.31 2.65 4.50
H -3.99 4.49 -2.19
H -3.55 0.34 -0.71
C -3.30 3.76 -1.78
H -2.35 3.37 2.02
N 1.78 -0.40 -2.70
C -2.12 2.82 0.07
H -2.43 0.36 5.86
H -2.26 1.47 4.50
C 2.97 1.51 3.31
C -1.23 -3.20 4.25
Sn 0.10 0.01 -0.14
C 3.96 -2.84 -0.95
H 1.08 -3.15 3.13
O 1.51 0.41 1.82
C 2.77 -1.30 -2.51
Br 4.16 -3.58 0.74
C 2.23 2.58 1.18
C 3.45 -1.13 -4.81
C -5.70 -2.04 0.36
H -3.45 4.52 0.22
H -1.54 1.89 1.79
C 4.82 -3.19 -1.97
H -4.70 0.49 0.64
N -1.80 2.79 1.41
H -1.40 1.12 -2.62
C -2.74 2.79 -2.61
C -2.99 -4.41 -1.10
H 0.04 -3.25 1.70
N 1.48 2.49 0.08
H 0.91 -1.75 2.10
Br 5.85 -3.21 -4.55
N -3.18 -3.78 0.21
H 0.81 0.81 -4.05
C 4.67 -2.65 -3.23
H -2.87 -3.66 -1.88
H -6.51 -1.80 -0.34
H 3.57 5.66 0.77
```

Calculated values
* DFT total energy: -359494.507 eV
* relative energy (zero: lowest compared OMol25 entry of this formula, charge and spin): 0.0 kcal/mol
* LUMO level (spin up / spin down): -6.7987 / -7.1033 eV
* HOMO-LUMO gap (spin up / spin down): 6.18 / 5.58 eV
* net charge: +2

Atom charges from the Mulliken analysis, given in e for atoms 1 to 6: -0.107 -0.730 -0.359 0.350 0.530 0.457

---

Record 2
Below is a cluster of 3 separate species, C31H38BrClNO11PS in total at a distorted geometry, with properties calculated with the ωB97M-V functional and the def2-TZVPD basis.

```
85
Properties=species:S:1:pos:R:3
C -9.82 -1.06 0.91
H -4.18 -4.94 -1.25
H -6.06 -1.65 -0.45
C 3.99 4.70 -0.10
C 1.80 0.09 -1.34
H -5.47 -4.65 0.44
H 0.09 -4.65 0.60
O -11.67 -0.70 -1.02
H -8.18 -0.86 -0.66
C -6.37 -2.71 -0.24
H 1.62 1.77 -2.77
H -3.37 -3.51 -1.99
C -2.05 -4.63 -0.63
H -2.10 -4.98 0.43
O -4.00 -4.23 2.90
O -1.11 -3.56 -0.77
H 3.31 4.06 0.45
H 0.91 0.11 2.05
N -1.38 -4.30 4.66
H -0.53 -1.61 1.29
C 4.62 5.72 0.47
H 0.26 2.54 1.49
H 0.99 -2.69 -1.48
C -0.61 -2.72 1.46
S -10.85 0.09 -0.12
Cl -9.68 1.35 -1.27
O 2.91 -2.15 1.03
C 4.19 4.38 -1.53
C -5.27 -3.55 0.50
O -3.99 -3.15 -0.05
H -0.84 -2.26 4.78
H -0.42 -4.61 4.89
H 1.95 -3.93 -0.50
H -2.13 -2.55 3.56
H -1.78 -4.08 5.58
H 5.25 4.99 -3.35
C 9.29 6.18 -3.28
C -1.19 -2.98 3.98
H -8.56 -3.32 -0.11
C 1.07 0.51 1.01
O 1.05 -2.32 3.32
H -6.51 -3.19 -1.25
H 6.43 6.90 -2.28
H 11.01 7.13 -2.48
C 10.55 3.67 -2.72
C 0.88 2.32 -0.68
C 8.62 4.90 -3.60
C -3.49 -4.08 -1.02
Br -4.55 -1.00 2.58
H 8.83 2.72 -3.52
C 5.55 6.58 -0.30
C 1.24 -3.07 -0.45
O 7.51 4.88 -4.11
H 8.75 7.08 -3.52
H 11.09 2.76 -2.47
H 0.27 -4.25 2.89
H 0.59 3.35 -0.99
C 10.50 6.20 -2.72
H -7.81 -3.07 1.51
P -5.18 -3.16 2.37
C -0.03 -3.17 2.88
O 6.13 7.51 0.23
H -1.76 -5.43 -1.37
H 4.49 5.97 1.52
C 1.60 -0.42 0.03
C -8.33 -1.21 0.40
C 5.12 5.24 -2.30
H 0.70 -1.45 3.59
C 9.34 3.65 -3.28
H -7.70 -0.52 1.03
C 1.44 1.46 -1.72
C -7.80 -2.71 0.45
C -0.08 -3.59 0.26
H 2.24 -0.61 -2.10
H -3.45 -4.48 2.13
H -9.79 -0.58 1.92
C 5.75 6.26 -1.73
O -11.63 0.95 0.78
H -1.72 -2.92 1.53
O 12.32 4.97 -1.89
C 0.68 1.88 0.70
O 3.61 3.44 -2.05
C 11.22 4.95 -2.40
H -10.30 -2.07 0.95
C 1.99 -1.90 0.28
```

Calculated values
* DFT total energy: -159458.801 eV
* SMILES string: NC[C@H](O)C[C@H](CC(=O)c1ccccc1)OCCO[C@H](CCCCS(=O)(=O)Cl)P(O)Br.O=C1C=CC(=O)C=C1.O=C1C=CC(=O)C=C1
* LUMO level: -1.7525 eV
* HOMO-LUMO gap: 7.22 eV

Atom charges from the Mulliken analysis, given in e for atoms 1 to 6: -0.614 0.452 0.419 -0.234 -0.232 0.425

---

Record 3
Below is a structure of composition C31H38MoO2P4, with properties calculated with the ωB97M-V functional and the def2-TZVPD basis.

```
76
Properties=species:S:1:pos:R:3
H 2.59 3.08 -1.40
C 1.74 -2.37 1.87
C 2.18 1.25 1.65
P 1.58 0.47 -0.96
H -1.56 -5.19 -3.51
H 4.15 2.72 -5.36
C -0.59 -5.98 -0.35
H -3.77 4.16 -0.98
P -2.77 2.02 1.96
H 2.25 -0.66 -3.58
C 3.93 0.22 0.32
H -3.75 0.10 3.03
H 2.41 -2.80 1.13
H 1.17 1.64 1.76
C 2.60 0.64 0.46
H -1.96 1.38 -3.41
H -3.45 4.30 1.63
H 3.72 4.08 -3.34
C 4.39 0.98 2.55
C 2.32 1.15 -2.37
O 0.16 1.24 -0.65
C -0.48 -3.61 -0.71
H -4.94 1.79 -2.24
C -2.03 2.30 -2.82
H 5.84 0.06 1.26
C 3.22 0.95 -4.59
H 3.43 0.37 -5.47
P -0.11 -2.04 -0.13
H -4.90 0.86 1.89
C 2.74 2.49 -2.30
C 0.04 -1.32 3.83
H 0.02 -4.59 1.16
O -1.43 -1.07 -0.16
C 1.07 -1.24 -1.27
C -3.60 3.38 1.05
H 5.09 1.13 3.36
Mo -1.35 0.76 0.36
H -3.39 2.86 4.07
H -2.12 4.09 -0.38
H 1.96 -1.87 -1.30
C 4.81 0.38 1.37
C -3.86 0.55 2.05
H -2.68 3.01 -3.35
C 1.31 -1.76 4.17
C -0.32 -4.72 0.14
C -0.93 -3.78 -2.04
H 4.28 -0.21 -0.62
H -4.68 3.17 1.08
H -1.24 -7.14 -2.03
C 2.16 -2.29 3.19
H -1.99 1.76 4.24
H -4.97 1.03 -0.63
H -3.64 -0.23 1.30
H 3.14 -2.65 3.47
H -1.76 3.43 3.64
H -4.22 0.19 -2.00
H -1.08 -2.93 -2.70
C 0.47 -1.92 1.53
P -2.81 1.98 -1.24
H -0.46 -6.85 0.29
H 0.61 -1.28 -2.27
C 3.39 3.05 -3.38
H -1.44 -1.22 2.30
C -1.21 -5.05 -2.50
H -0.63 -0.97 4.61
C -4.38 1.16 -1.54
H 1.64 -1.72 5.20
C -0.39 -1.41 2.51
C 3.63 2.28 -4.52
H -1.04 2.73 -2.70
C -3.08 3.56 -0.38
C 3.07 1.41 2.69
C 2.56 0.38 -3.52
C -2.42 2.57 3.64
C -1.03 -6.14 -1.66
H 2.76 1.91 3.60
```

Calculated values
* DFT total energy: -75833.162 eV
* relative energy (zero: lowest compared OMol25 entry of this formula, charge and spin): 1.2 kcal/mol
* 2S+1: 3
* ⟨S²⟩: 2.021
* LUMO level (spin up / spin down): -13.4478 / -13.4906 eV
* HOMO-LUMO gap (spin up / spin down): 6.06 / 6.01 eV
* net charge: +4

Atom charges from the Mulliken analysis, given in e for atoms 1 to 6: 0.457 -0.311 -0.222 1.095 0.458 0.465

---

Record 4
Below is a cluster of 2 separate species, C31H38N3O3 in total at a distorted geometry, with properties calculated with the ωB97M-V functional and the def2-TZVPD basis.

```
75
Properties=species:S:1:pos:R:3
H -2.31 2.85 -1.45
C 2.91 -1.34 2.66
H 3.72 8.08 3.05
H -1.69 5.95 4.51
C -1.44 5.49 1.27
H -2.94 1.43 1.45
C -0.16 3.84 2.60
C -2.85 -1.39 2.27
H -1.13 -2.15 3.32
H 6.78 4.56 6.88
H 3.63 0.56 1.86
H -0.95 -2.06 1.54
N 0.75 -0.34 2.68
H -4.52 -0.03 2.60
C 3.53 5.04 7.74
C 0.90 5.96 5.52
H 1.52 1.44 1.84
C 1.27 7.19 7.35
C 1.64 0.79 2.72
H -3.04 2.01 3.11
H -3.40 -0.22 3.99
H 6.08 5.92 4.90
C 0.34 4.87 3.36
C -2.70 1.16 2.50
N -0.16 6.77 5.71
H 3.39 -1.74 1.76
H 4.96 6.76 3.06
H 3.36 -1.82 3.53
C 5.36 5.63 5.68
H -3.31 -2.26 2.75
O 1.65 3.78 5.07
C 2.73 3.80 9.64
H 0.48 5.88 2.94
H 1.76 3.71 10.13
H 1.16 -2.17 1.69
C -2.16 5.88 0.13
H -2.14 7.36 5.49
H 5.18 4.05 8.72
H 1.49 1.43 3.61
C -1.31 3.24 0.43
C 4.37 7.45 3.67
H -0.68 1.88 2.88
C 3.07 0.19 2.72
C 1.01 4.77 4.67
C 3.13 5.73 6.60
H 5.06 8.08 4.25
C -2.52 4.92 -0.83
H -0.65 8.28 7.17
O 3.48 6.73 4.54
C 0.07 7.55 6.84
C -0.98 4.16 1.45
C 5.75 4.91 6.80
C -0.60 -0.21 2.58
H -1.15 7.58 4.03
C 4.87 4.61 7.84
N 1.78 6.21 6.52
H 0.40 2.90 2.69
H -1.17 6.27 1.99
C -1.33 -1.52 2.43
C 1.41 -1.63 2.62
C -3.46 -0.12 2.90
H 1.10 -2.27 3.46
C -1.23 1.01 2.64
H -3.14 5.21 -1.69
C -1.34 6.91 4.88
O 2.52 4.80 8.62
H -2.43 6.93 -0.01
H -3.11 -1.43 1.20
C -2.07 3.60 -0.68
C 4.01 6.02 5.56
H 3.49 4.12 10.36
H -0.92 2.22 0.50
H 1.80 7.53 8.23
H 3.04 2.84 9.21
H 3.59 0.50 3.63
```

Calculated values
* DFT total energy: -43367.742 eV
* LUMO level: -3.8733 eV
* HOMO-LUMO gap: 5.01 eV
* net charge: +1

Atom charges from the Mulliken analysis, given in e for atoms 1 to 6: 0.386 -0.558 0.264 0.388 -0.379 0.231

---

Which formula does entry 3 have? C31H38MoO2P4

---

DFT total energy of number 4 (C31H38N3O3)? -43367.742 eV

---

Please write out number 3 again, unchanged.
Below is a structure of composition C31H38MoO2P4, with properties calculated with the ωB97M-V functional and the def2-TZVPD basis.

```
76
Properties=species:S:1:pos:R:3
H 2.59 3.08 -1.40
C 1.74 -2.37 1.87
C 2.18 1.25 1.65
P 1.58 0.47 -0.96
H -1.56 -5.19 -3.51
H 4.15 2.72 -5.36
C -0.59 -5.98 -0.35
H -3.77 4.16 -0.98
P -2.77 2.02 1.96
H 2.25 -0.66 -3.58
C 3.93 0.22 0.32
H -3.75 0.10 3.03
H 2.41 -2.80 1.13
H 1.17 1.64 1.76
C 2.60 0.64 0.46
H -1.96 1.38 -3.41
H -3.45 4.30 1.63
H 3.72 4.08 -3.34
C 4.39 0.98 2.55
C 2.32 1.15 -2.37
O 0.16 1.24 -0.65
C -0.48 -3.61 -0.71
H -4.94 1.79 -2.24
C -2.03 2.30 -2.82
H 5.84 0.06 1.26
C 3.22 0.95 -4.59
H 3.43 0.37 -5.47
P -0.11 -2.04 -0.13
H -4.90 0.86 1.89
C 2.74 2.49 -2.30
C 0.04 -1.32 3.83
H 0.02 -4.59 1.16
O -1.43 -1.07 -0.16
C 1.07 -1.24 -1.27
C -3.60 3.38 1.05
H 5.09 1.13 3.36
Mo -1.35 0.76 0.36
H -3.39 2.86 4.07
H -2.12 4.09 -0.38
H 1.96 -1.87 -1.30
C 4.81 0.38 1.37
C -3.86 0.55 2.05
H -2.68 3.01 -3.35
C 1.31 -1.76 4.17
C -0.32 -4.72 0.14
C -0.93 -3.78 -2.04
H 4.28 -0.21 -0.62
H -4.68 3.17 1.08
H -1.24 -7.14 -2.03
C 2.16 -2.29 3.19
H -1.99 1.76 4.24
H -4.97 1.03 -0.63
H -3.64 -0.23 1.30
H 3.14 -2.65 3.47
H -1.76 3.43 3.64
H -4.22 0.19 -2.00
H -1.08 -2.93 -2.70
C 0.47 -1.92 1.53
P -2.81 1.98 -1.24
H -0.46 -6.85 0.29
H 0.61 -1.28 -2.27
C 3.39 3.05 -3.38
H -1.44 -1.22 2.30
C -1.21 -5.05 -2.50
H -0.63 -0.97 4.61
C -4.38 1.16 -1.54
H 1.64 -1.72 5.20
C -0.39 -1.41 2.51
C 3.63 2.28 -4.52
H -1.04 2.73 -2.70
C -3.08 3.56 -0.38
C 3.07 1.41 2.69
C 2.56 0.38 -3.52
C -2.42 2.57 3.64
C -1.03 -6.14 -1.66
H 2.76 1.91 3.60
```

Calculated values
* DFT total energy: -75833.162 eV
* relative energy (zero: lowest compared OMol25 entry of this formula, charge and spin): 1.2 kcal/mol
* 2S+1: 3
* ⟨S²⟩: 2.021
* LUMO level (spin up / spin down): -13.4478 / -13.4906 eV
* HOMO-LUMO gap (spin up / spin down): 6.06 / 6.01 eV
* net charge: +4

Atom charges from the Mulliken analysis, given in e for atoms 1 to 6: 0.457 -0.311 -0.222 1.095 0.458 0.465

---

What is the DFT total energy in the fourth record? -43367.742 eV